(1)
A structure of composition C5H8I2 at a distorted geometry, computed with ωB97M-V/def2-TZVPD.

Last column: natural (NBO) charge in e.
Atoms and positions in Å:
C 0.0254 -1.0627 1.0139  -0.49
C 0.7653 -0.4040 -0.1542  -0.22
C -0.3823 0.2651 0.4970  -0.14
C 0.2191 -0.8516 -2.1189  -0.51
C -0.3329 1.5226 1.2901  -0.66
I 2.7203 0.3115 -0.1756  0.19
I -2.4396 0.3521 -0.2656  0.06
H -0.6553 -1.8260 0.6173  0.24
H 0.5389 -1.2209 1.9848  0.24
H 0.9957 -1.3400 -2.5786  0.18
H 0.1715 0.2295 -2.5736  0.22
H -0.6833 -1.4987 -2.1150  0.21
H -0.4775 2.4453 0.6649  0.23
H 0.6172 1.6501 1.8537  0.22
H -1.0823 1.4277 2.0597  0.22

Output
* highest occupied orbital energy: -0.3332 Ha
* energy: -21512.6071 eV
* HOMO-LUMO gap: 9.02 eV

(2)
The ion C5H8I2NO with charge -1, computed with ωB97M-V/def2-TZVPD.

Last column: natural (NBO) charge in e.
Atoms and positions in Å:
O -2.3244 -0.7239 0.9073  -0.52
C -1.3462 -1.3296 1.0112  0.60
I -1.4639 -3.6285 0.3992  -0.43
C 0.1406 -0.9679 1.5544  -0.30
N 0.4514 0.3502 1.5350  -0.71
C 1.2083 0.7748 0.4009  -0.21
C 0.3961 1.5042 -0.6857  -0.46
C -0.4614 0.5408 -1.5098  -0.48
I -0.1405 0.6900 -3.6194  -0.01
H 0.7709 -1.6674 0.9661  0.17
H 0.0288 -1.4094 2.5635  0.20
H 1.9985 1.4724 0.7268  0.16
H 1.7312 -0.0742 -0.0988  0.13
H -0.2714 2.1915 -0.1562  0.21
H 1.0494 2.0970 -1.3312  0.19
H -0.2389 -0.5015 -1.2866  0.22
H -1.5287 0.6815 -1.3767  0.22

Output
* highest occupied orbital energy: -0.1178 Ha
* net charge: -1
* energy: -25053.7506 eV
* HOMO-LUMO gap: 5.84 eV

(3)
An isolated molecule of C5H8IN at a distorted geometry, computed with ωB97M-V/def2-TZVPD.

Last column: natural (NBO) charge in e.
Atoms and positions in Å:
C 1.2436 -0.5823 1.8531  -0.05
N 0.7962 0.1900 0.9467  -0.42
C -0.2664 -0.1049 0.1902  0.04
C -1.2861 -1.0563 0.6937  -0.67
C -0.2531 0.4871 -1.0185  -0.02
C 0.7975 1.3788 -1.6754  -0.69
I -2.0021 0.3837 -2.2927  0.06
H 2.0790 -0.1478 2.4005  0.18
H 0.8145 -1.5626 2.1145  0.15
H -1.3460 -1.8527 -0.0313  0.24
H -2.2440 -0.5973 0.5340  0.24
H -1.2293 -1.3108 1.6853  0.22
H 1.6813 1.3936 -0.9123  0.26
H 0.8253 0.9734 -2.6594  0.23
H 0.3894 2.4081 -1.8284  0.23

Output
* highest occupied orbital energy: -0.3092 Ha
* energy: -14903.4559 eV
* SMILES: C=N/C(C)=C(\C)I
* HOMO-LUMO gap: 8.75 eV

(4)
A structure of composition C5H8IN2 at a distorted geometry, computed with ωB97M-V/def2-TZVPD.

Last column: Mulliken spin population.
Atoms and positions in Å:
C -0.7473 0.1016 0.4144  0.28
C -0.4108 -0.9419 -0.4362  -0.06
C 0.6735 2.1663 0.0316  0.13
C -0.8921 2.2033 1.6667  -0.01
C 1.2692 -2.3094 -1.4748  0.06
N -0.2828 1.4422 0.5397  0.00
N 0.4531 -1.1461 -1.4970  0.82
I 1.4560 0.7904 -1.7665  0.73
H -1.4915 0.0564 1.1053  0.01
H -1.0604 -1.7295 -0.0969  0.01
H -0.7842 3.1751 1.5266  0.00
H -1.9943 2.1469 1.6953  0.00
H -0.2920 1.7338 2.5962  0.00
H 0.5594 -3.1616 -1.0043  0.02
H 1.5570 -2.4138 -2.5462  0.01
H 1.9872 -2.1137 -0.7539  0.01

Output
* highest occupied orbital energy (alpha / beta): -0.4287 / -0.5163 Ha
* net charge: +1
* multiplicity: 3
* energy: -16380.8183 eV
* HOMO-LUMO gap (alpha / beta): 7.05 / 6.94 eV

Result set for ΔE to the lowest compared entry with this formula, charge and spin: 51.8, 0.0, 19.5, 98.6 kcal per mole, one per record in the order listed.